Density functional theory data (ωB97M-V with the def2-TZVPD basis set) for an isolated ion of composition C3N3O2 and charge -1.

## Properties
- Relative energy (zero: lowest compared OMol25 entry of this formula, charge and spin): 233.8 kJ/mol
- Total energy: -11675.46650 eV
- Kohn-Sham gap: 8.7 eV
- HOMO: -4.79 eV
- Charge: -1

Atoms and positions in Å:
N: -1.7140 0.6635 1.9185
C: -0.8841 0.2043 1.2877
N: 0.0798 -0.2579 0.6713
C: 0.6843 0.7897 -0.1476
O: 1.1033 1.9550 0.0405
O: 1.0682 -0.1495 -1.2501
C: 0.2006 -1.2047 -1.0996
N: -0.5382 -2.0002 -1.4207